A 9-piece molecular cluster, C45H69F9N8O2PS overall at a distorted geometry, computed with ωB97M-V/def2-TZVPD.

```
135
Properties=species:S:1:pos:R:3:lowdin_charge:R:1
O 0.54 4.29 -4.23 -0.31
S 1.52 5.49 -4.24 0.69
O 1.89 5.94 -2.78 -0.35
P 3.28 4.84 -5.30 1.00
C 4.07 3.23 -4.64 -0.32
C 3.59 2.79 -3.13 -0.26
C 2.60 1.50 -3.25 -0.21
C 1.27 1.54 -2.30 -0.17
C 0.34 0.15 -2.28 -0.03
C -1.04 0.09 -1.38 -0.05
C -1.57 1.39 -0.49 -0.07
C -0.66 2.76 -0.48 -0.04
C 0.74 2.79 -1.39 -0.04
C 0.80 7.05 -5.05 -0.24
F 0.12 7.85 -3.98 0.05
F 2.02 7.85 -5.46 -0.02
C -0.23 6.75 -6.28 -0.11
F 0.49 5.86 -7.26 0.01
F -1.40 5.91 -5.81 0.05
C -0.90 8.07 -6.98 -0.09
F -1.79 7.55 -8.09 0.04
F -1.83 8.71 -6.00 0.07
C 0.15 9.10 -7.69 -0.14
F -0.59 9.87 -8.72 0.07
F 0.53 10.11 -6.63 0.03
F 1.36 8.47 -8.27 0.06
H 2.84 4.56 -6.68 0.06
H 4.19 5.97 -5.31 0.04
H 3.94 2.38 -5.45 0.12
H 5.24 3.43 -4.58 0.12
H 4.58 2.43 -2.56 0.10
H 3.18 3.69 -2.50 0.08
H 2.29 1.42 -4.39 0.11
H 3.20 0.51 -2.99 0.12
H 0.70 -0.78 -2.92 0.09
H -1.65 -0.93 -1.39 0.08
H -2.56 1.40 0.13 0.04
H -0.97 3.73 0.13 0.06
H 1.33 3.80 -1.37 0.06
C 5.05 2.95 2.21 -0.13
C 3.56 3.24 2.09 -0.28
C 2.72 1.97 1.98 -0.18
C 3.12 1.19 0.74 -0.12
N 3.46 0.54 -0.28 0.14
H 5.44 2.43 1.33 0.05
H 5.62 3.88 2.32 0.07
H 5.26 2.32 3.09 0.08
H 3.40 3.87 1.21 0.09
H 3.24 3.81 2.97 0.11
H 1.65 2.23 1.91 0.11
H 2.85 1.34 2.87 0.12
C 8.73 4.87 -2.27 -0.10
C 7.66 5.69 -2.97 -0.28
C 6.54 6.13 -2.03 -0.18
C 5.85 4.91 -1.44 -0.10
N 5.28 3.89 -0.95 0.16
H 8.33 3.93 -1.87 0.07
H 9.53 4.60 -2.97 0.08
H 9.18 5.43 -1.45 0.09
H 7.24 5.10 -3.80 0.09
H 8.12 6.58 -3.42 0.11
H 5.80 6.73 -2.58 0.11
H 6.93 6.75 -1.22 0.12
C -2.80 -4.45 2.22 -0.14
C -1.57 -3.71 1.68 -0.28
C -1.59 -2.22 1.99 -0.18
C -2.81 -1.58 1.34 -0.17
N -3.82 -1.05 0.80 0.10
H -3.72 -4.09 1.75 0.07
H -2.72 -5.52 2.00 0.07
H -2.89 -4.33 3.30 0.03
H -1.50 -3.87 0.60 0.11
H -0.67 -4.16 2.13 0.05
H -0.69 -1.74 1.60 0.10
H -1.63 -2.04 3.07 0.12
C 3.27 -4.20 -0.90 -0.11
C 3.21 -2.92 -0.07 -0.29
C 3.44 -3.16 1.42 -0.19
C 2.36 -4.09 1.96 -0.14
N 1.47 -4.85 2.41 0.12
H 2.48 -4.90 -0.61 0.07
H 3.13 -3.98 -1.96 0.07
H 4.24 -4.70 -0.78 0.08
H 2.24 -2.44 -0.23 0.10
H 3.97 -2.22 -0.44 0.09
H 3.40 -2.21 1.97 0.10
H 4.42 -3.61 1.59 0.12
C -6.60 4.16 -1.36 -0.11
C -5.60 3.20 -1.97 -0.27
C -4.58 2.67 -0.96 -0.20
C -3.78 3.84 -0.38 -0.17
N -3.13 4.80 0.10 0.12
H -6.11 5.06 -0.97 0.07
H -7.33 4.49 -2.11 0.07
H -7.15 3.69 -0.53 0.08
H -5.08 3.70 -2.79 0.11
H -6.14 2.35 -2.40 0.11
H -3.89 1.98 -1.44 0.09
H -5.08 2.14 -0.14 0.11
C -4.75 4.25 5.31 -0.11
C -5.59 3.92 4.08 -0.28
C -5.34 2.51 3.55 -0.19
C -3.88 2.37 3.14 -0.16
N -2.67 2.26 2.80 0.12
H -3.68 4.23 5.08 0.07
H -4.98 5.25 5.68 0.07
H -4.94 3.54 6.12 0.08
H -5.38 4.66 3.30 0.11
H -6.65 4.02 4.34 0.11
H -5.98 2.32 2.68 0.11
H -5.57 1.76 4.31 0.12
C -4.17 -9.11 2.93 -0.14
C -3.14 -9.04 4.04 -0.29
C -3.62 -8.24 5.25 -0.19
C -3.94 -6.81 4.83 -0.13
N -4.20 -5.63 4.49 0.12
H -4.41 -8.12 2.53 0.06
H -3.79 -9.72 2.10 0.05
H -5.10 -9.57 3.29 0.08
H -2.22 -8.59 3.64 0.11
H -2.88 -10.05 4.36 0.06
H -2.85 -8.22 6.03 0.11
H -4.52 -8.69 5.68 0.12
C -0.19 -13.81 4.30 -0.12
C -1.29 -13.94 5.35 -0.28
C -2.67 -14.15 4.73 -0.19
C -3.03 -12.96 3.86 -0.11
N -3.33 -11.97 3.14 0.14
H -0.34 -12.93 3.67 0.07
H 0.79 -13.69 4.78 0.07
H -0.15 -14.69 3.66 0.08
H -1.29 -13.05 5.98 0.11
H -1.06 -14.80 6.00 0.11
H -3.42 -14.26 5.52 0.11
H -2.69 -15.06 4.12 0.12
```

Summary:
orbital gap	4.310	eV
charge	+1
E_tot	-3981.80081	Eh

---

C35H25AsN4O8Pd as an isolated structure at a distorted geometry, computed with ωB97M-V/def2-TZVPD.

```
74
Properties=species:S:1:pos:R:3:lowdin_charge:R:1
Pd 0.16 -0.25 -0.28 0.93
C 4.74 -0.23 0.27 -0.07
C 4.99 1.10 -0.08 -0.09
C 3.93 1.98 -0.19 -0.03
C 2.63 1.52 0.08 -0.22
N 2.41 0.25 0.48 0.10
C 3.43 -0.59 0.54 -0.12
C 1.45 2.35 -0.13 -0.18
C 1.50 3.75 -0.06 -0.02
C 0.40 4.50 -0.38 -0.07
C -0.78 3.83 -0.74 -0.04
C -0.78 2.45 -0.74 -0.08
N 0.30 1.72 -0.48 0.00
H 5.54 -0.94 0.36 0.09
H 6.00 1.43 -0.30 0.09
H 4.10 3.00 -0.50 0.10
H 3.18 -1.60 0.84 0.11
H 2.41 4.22 0.28 0.10
H 0.43 5.57 -0.34 0.10
H -1.68 4.37 -0.98 0.10
H -1.69 1.90 -0.95 0.11
O -3.55 1.10 0.55 -0.03
C -2.82 0.12 0.76 -0.69
O -2.33 -0.65 -0.09 -0.13
C -2.48 -0.14 2.25 -0.03
C -3.48 -0.38 3.14 0.05
C -3.21 -0.52 4.52 -0.18
C -1.92 -0.32 4.99 0.07
C -0.88 -0.07 4.11 -0.08
C -1.09 -0.02 2.67 -0.28
O -0.15 0.18 1.89 -0.06
N 0.39 0.17 4.65 -0.37
O 0.46 0.41 5.87 -0.01
O 1.38 0.15 3.95 0.06
N -4.24 -0.82 5.43 -0.38
O -3.97 -0.90 6.63 0.00
O -5.38 -0.99 5.00 0.02
H -4.50 -0.46 2.79 0.12
H -1.71 -0.38 6.05 0.12
O 0.18 -2.27 0.10 -0.67
As -0.74 -3.06 -1.06 1.16
C 0.33 -0.42 -2.25 -0.29
C -0.87 -0.47 -2.96 -0.17
C -0.90 -0.34 -4.34 -0.12
C 0.27 -0.14 -5.04 -0.14
C 1.48 -0.10 -4.36 -0.13
C 1.51 -0.25 -2.98 -0.12
C -1.10 -4.84 -0.17 -0.35
C -1.76 -5.84 -0.88 -0.14
C -1.93 -7.10 -0.34 -0.12
C -1.46 -7.38 0.94 -0.13
C -0.84 -6.38 1.67 -0.11
C -0.66 -5.13 1.12 -0.11
C 0.81 -3.98 -2.00 -0.33
C 0.89 -4.23 -3.36 -0.12
C 2.01 -4.82 -3.91 -0.12
C 3.07 -5.20 -3.09 -0.13
C 3.00 -4.96 -1.73 -0.11
C 1.89 -4.34 -1.20 -0.12
H -1.80 -0.60 -2.40 0.06
H -1.85 -0.37 -4.86 0.09
H 0.25 -0.02 -6.12 0.08
H 2.40 0.06 -4.91 0.08
H 2.47 -0.23 -2.47 0.08
H -2.13 -5.62 -1.87 0.09
H -2.43 -7.88 -0.90 0.09
H -1.57 -8.38 1.35 0.08
H -0.48 -6.60 2.67 0.09
H -0.18 -4.34 1.68 0.09
H 0.05 -3.95 -3.99 0.09
H 2.08 -4.99 -4.98 0.09
H 3.95 -5.67 -3.52 0.08
H 3.82 -5.28 -1.09 0.09
H 1.84 -4.11 -0.15 0.09
```

Summary:
orbital gap	5.765	eV
charge	-2
E_tot	-4533.23326	Eh

---

An isolated ion of composition C6H15N and charge -1 at a distorted geometry, computed with ωB97M-V/def2-TZVPD.

```
22
Properties=species:S:1:pos:R:3:nbo_charge:R:1
C 1.40 -2.50 1.00 -0.63
C 1.27 -1.88 -0.43 -0.41
C 1.05 -0.36 -0.35 -0.43
C -0.20 0.11 -1.12 -0.46
C -0.51 1.54 -0.88 -0.46
N -0.81 1.87 0.50 -0.68
C -2.02 1.35 1.09 -0.80
H 0.47 -2.35 1.55 0.20
H 2.24 -2.03 1.49 0.19
H 1.56 -3.57 0.87 0.18
H 2.13 -2.23 -1.00 0.18
H 0.41 -2.34 -0.92 0.19
H 1.03 0.03 0.67 0.21
H 1.97 0.11 -0.75 0.19
H -1.00 -0.58 -0.82 0.19
H 0.03 -0.04 -2.18 0.19
H -1.31 1.89 -1.55 0.15
H 0.32 2.19 -1.19 0.17
H -0.76 2.88 0.61 0.33
H -2.20 0.29 0.88 0.18
H -1.91 1.31 2.18 0.18
H -2.91 1.90 0.76 0.14
```

Summary:
orbital gap (alpha / beta)	2.363 / 8.431	eV
⟨S²⟩	0.75
ΔE to the lowest compared entry with this formula, charge and spin	11.7	kcal per mole
2S+1	2
charge	-1
E_tot	-292.27975	Eh

---

C22H18N8O4S3V as an isolated structure at a distorted geometry, computed with ωB97M-V/def2-TZVPD.

```
56
Properties=species:S:1:pos:R:3:nbo_charge:R:1
V 1.26 -0.41 -0.18 1.25
N 1.53 -3.30 2.99 -0.77
C 1.32 -2.70 1.81 0.29
S 2.62 -1.68 1.20 0.08
N 0.22 -2.88 1.16 -0.37
N 0.26 -2.20 -0.05 -0.25
C -0.42 -2.74 -1.00 0.19
C -0.40 -2.32 -2.38 -0.20
C -1.17 -2.98 -3.34 -0.13
C -1.06 -2.61 -4.67 -0.21
C -0.19 -1.59 -5.05 -0.14
C 0.60 -0.93 -4.13 -0.25
C 0.46 -1.31 -2.81 0.38
O 1.23 -0.74 -1.83 -0.49
H 2.38 -3.17 3.50 0.42
H 0.84 -3.95 3.33 0.42
H -1.00 -3.61 -0.73 0.23
H -1.83 -3.77 -3.04 0.23
H -1.66 -3.12 -5.42 0.24
H -0.11 -1.32 -6.10 0.24
H 1.31 -0.16 -4.40 0.28
O 1.75 2.10 2.48 -0.71
C 0.63 2.09 3.29 0.41
C 0.77 2.69 4.53 -0.29
C -0.31 2.75 5.39 -0.15
C -1.54 2.21 5.02 -0.24
C -1.67 1.61 3.79 -0.13
C -0.59 1.54 2.90 -0.23
C -0.81 0.90 1.60 0.52
O 0.30 0.29 1.04 -0.55
N -1.91 0.91 0.97 -0.28
N -1.92 0.29 -0.27 -0.41
C -3.06 0.45 -0.83 -0.05
S -4.43 1.26 -0.11 0.35
C -5.41 1.30 -1.63 -0.54
C -5.10 0.06 -2.44 -0.53
S -3.30 -0.15 -2.45 0.33
H 1.52 1.81 1.59 0.49
H 1.73 3.13 4.79 0.23
H -0.19 3.22 6.35 0.23
H -2.38 2.25 5.70 0.23
H -2.61 1.18 3.48 0.23
H -5.16 2.21 -2.18 0.23
H -6.46 1.34 -1.34 0.25
H -5.43 0.16 -3.47 0.25
H -5.56 -0.83 -2.00 0.23
N 4.33 1.41 1.18 -0.78
C 3.89 1.12 -0.05 0.63
O 2.60 0.77 -0.12 -0.58
C 4.63 1.15 -1.21 -0.43
C 5.98 1.58 -1.13 0.27
N 7.06 1.97 -1.04 -0.27
C 4.02 0.80 -2.44 0.31
N 3.50 0.50 -3.42 -0.33
H 5.26 1.78 1.29 0.43
H 3.65 1.60 1.91 0.44
```

Summary:
orbital gap	5.840	eV
ΔE to the lowest compared entry with this formula, charge and spin	26.9	kcal per mole
charge	+1
E_tot	-3726.53125	Eh

---

An isolated ion of composition C6H8ClN4O and charge +1 at a distorted geometry, computed with ωB97M-V/def2-TZVPD.

```
20
Properties=species:S:1:pos:R:3:nbo_charge:R:1
C -0.06 -2.19 0.33 0.19
C 1.26 -0.57 -0.89 0.15
C -2.35 -1.11 0.00 0.49
C 2.12 0.67 -0.61 0.10
C -1.63 1.29 0.46 -0.05
C 0.50 0.70 -0.87 -0.09
N -1.21 -1.61 0.27 -0.41
N 1.13 -1.70 -0.13 -0.46
N -2.71 0.15 -0.04 -0.46
N -0.27 0.90 0.32 -0.56
O 2.58 0.85 0.67 -0.67
Cl -4.32 0.76 -0.06 0.24
H 0.11 -2.89 1.06 0.20
H 2.75 0.95 -1.44 0.22
H -1.85 2.12 -0.26 0.24
H -1.90 1.39 1.53 0.24
H 0.15 1.08 -1.83 0.27
H 1.99 -2.27 0.00 0.46
H 0.16 0.38 0.99 0.39
H 3.59 1.13 0.50 0.52
```

Summary:
orbital gap (alpha / beta)	7.341 / 6.446	eV
ΔE to the lowest compared entry with this formula, charge and spin	107.4	kcal per mole
charge	+1
E_tot	-987.39243	Eh